No. 1
Density functional theory data (the ωB97M-V functional and the def2-TZVPD basis) for 2 unconnected molecules or ions with the total composition C9H19B2F3N3O6PS at a distorted geometry.

HOMO-LUMO gap	6.6	eV
maximum force	0.116	hartree/bohr
energy	-2058.90223	hartree
charge	0

The geometry in XYZ format:
```
44
Properties=species:S:1:pos:R:3:mulliken_charge:R:1
C 5.1306 0.1889 1.9033 -0.709
C 5.7814 -0.0547 0.4389 -0.534
B 4.8360 -1.1140 -0.3950 0.350
O 5.3710 -2.3247 -0.9463 -0.565
C 3.2686 -0.6807 -0.5756 -0.388
N 2.7187 0.1685 -1.6263 -0.014
C 1.2915 0.3951 -1.4756 0.304
N 0.3813 1.2035 -2.2811 -0.482
N 0.9308 -0.3664 -0.3198 0.196
P -0.6074 -0.6029 0.5468 -0.351
C -0.5783 0.6485 2.0068 -0.931
C -2.1094 -0.1515 -0.4991 -0.007
C -3.3310 0.1128 0.5515 -0.958
C 2.0600 -1.0690 0.3070 0.303
B 1.9841 -2.0149 1.6254 0.700
O 1.2561 -3.2638 1.6265 -0.622
O 2.6342 -1.6457 2.8778 -0.617
H 5.7774 0.8653 2.5602 0.361
H 4.0871 0.6255 1.7613 0.201
H 5.0849 -0.8427 2.4066 0.134
H 6.8742 -0.3918 0.4799 0.360
H 5.7023 0.9452 -0.1271 0.203
H 6.2505 -2.4522 -0.5181 0.332
H 3.2823 0.5597 -2.3891 0.297
H -0.1707 1.7642 -1.6052 0.297
H 0.9990 1.9046 -2.7457 0.331
H -0.7034 1.6930 1.5483 0.322
H -1.4522 0.3738 2.7078 0.353
H 0.4317 0.5261 2.5359 0.321
H -2.0042 0.7953 -1.1259 0.158
H -2.4260 -1.0162 -1.1951 0.293
H -3.3209 1.1787 0.9634 0.269
H -4.3442 -0.2222 0.1380 0.042
H -3.1121 -0.5852 1.4529 0.355
H 0.2973 -3.1115 1.4684 0.338
H 3.2181 -2.4157 3.0712 0.304
C -7.6480 1.5675 -2.3310 0.498
F -8.7327 0.7894 -2.0986 -0.224
F -7.4696 1.5677 -3.6750 -0.229
F -8.0168 2.8300 -2.0033 -0.231
S -6.1402 0.9946 -1.4046 1.241
O -5.8910 -0.3649 -1.8768 -0.673
O -6.5067 1.0569 0.0070 -0.659
O -5.0840 1.9358 -1.7705 -0.673
```

No. 2
Density functional theory data (the ωB97M-V functional and the def2-TZVPD basis) for a molecular structure, C9H19BrMnNO at a distorted geometry.

⟨S²⟩	8.768
HOMO-LUMO gap (spin up / spin down)	4.8 / 4.2	eV
maximum force	0.174	hartree/bohr
energy	-4208.85802	hartree
spin multiplicity	6
charge	+1

The geometry in XYZ format:
```
32
Properties=species:S:1:pos:R:3:mulliken_charge:R:1
Mn 0.0603 1.8703 -3.8748 0.780
Br 0.1869 0.0029 -3.3594 -0.142
C -2.6362 -1.1884 0.0817 -1.754
C -1.3886 -0.2557 0.0494 1.510
C -1.2772 0.4428 1.4245 -1.254
C 0.0176 1.3016 1.6358 -0.715
C 1.2639 0.4317 1.5357 -1.262
C 1.2609 -0.4178 0.2121 1.570
N -0.1123 -0.9925 -0.1427 0.175
O -0.0394 -1.6675 -1.3316 -0.456
C 1.9635 0.4830 -0.8615 -1.463
C 2.1817 -1.6093 0.6257 -1.844
C -1.6725 0.9034 -0.9660 -1.447
H -2.3727 -1.9604 0.8047 0.446
H -3.5051 -0.6549 0.4670 0.360
H -2.9287 -1.5546 -0.9024 0.356
H -2.1724 1.0298 1.6300 0.516
H -1.2474 -0.3161 2.2063 0.377
H 0.1149 2.2197 1.0563 0.305
H 0.0007 1.7349 2.6358 0.437
H 1.2599 -0.1271 2.4715 0.424
H 2.1503 1.0486 1.6837 0.420
H 1.5494 1.4899 -0.9142 0.236
H 1.9879 0.1140 -1.8869 0.344
H 3.0051 0.7313 -0.6576 0.403
H 3.1431 -1.2274 0.9692 0.395
H 2.3987 -2.2845 -0.2021 0.379
H 1.8033 -2.1996 1.4602 0.425
H -2.4819 1.5818 -0.6961 0.346
H -0.7969 1.5081 -1.2020 0.050
H -1.8340 0.5333 -1.9784 0.552
H 0.1170 -0.9713 -1.9738 0.531
```

No. 3
Density functional theory data (the ωB97M-V functional and the def2-TZVPD basis) for a molecular structure, C9H19BrMnNO at a distorted geometry.

⟨S²⟩	8.764
HOMO-LUMO gap (spin up / spin down)	7.9 / 3.8	eV
maximum force	0.028	hartree/bohr
energy	-4208.96655	hartree
spin multiplicity	6
charge	+1

The geometry in XYZ format:
```
32
Properties=species:S:1:pos:R:3:mulliken_charge:R:1
Mn 4.4144 3.8173 -2.6367 0.526
Br 2.8550 1.9795 -1.8657 -0.425
C -0.8164 1.1448 -1.5423 -1.467
C -1.0803 0.7745 -0.0670 1.267
C -2.0982 -0.3777 -0.0016 -1.098
C -1.4729 -1.7624 -0.2651 -0.681
C -0.3863 -2.0079 0.7627 -1.149
C 0.7226 -0.9597 0.6765 1.440
N 0.1353 0.3856 0.6414 0.503
O 1.0526 1.3466 0.8158 -0.353
C 1.6042 -1.0947 1.9295 -1.791
C 1.5825 -1.0610 -0.5731 -1.409
C -1.6754 1.9918 0.6199 -1.795
H -0.4971 0.3165 -2.1704 0.326
H -1.6909 1.6308 -1.9610 0.495
H 0.0044 1.8699 -1.6152 0.376
H -2.6680 -0.4079 0.9266 0.391
H -2.7949 -0.1829 -0.8195 0.423
H -2.2473 -2.5171 -0.1408 0.399
H -1.0936 -1.7907 -1.2870 0.329
H 0.0788 -2.9835 0.6281 0.510
H -0.7917 -1.9681 1.7764 0.381
H 1.0636 -0.7426 2.8061 0.434
H 2.5082 -0.4990 1.8306 0.421
H 1.8886 -2.1405 2.0052 0.413
H 1.1752 -0.5308 -1.4312 0.291
H 1.7297 -2.0743 -0.9558 0.306
H 2.5890 -0.6794 -0.4076 0.414
H -0.9561 2.8074 0.6814 0.420
H -2.5510 2.3377 0.0784 0.428
H -1.9789 1.7470 1.6392 0.427
H 1.3949 1.6309 -0.0776 0.249
```